1.
Computed, not measured: a molecular structure, C32H27Cl2IKN2O5P at a distorted geometry, with the ωB97M-V functional and the def2-TZVPD basis.

Atoms and positions in Å:
I (3.3931, -0.0991, -3.9098)
K (-0.2749, 0.8101, -0.1677)
Cl (0.4499, 3.8436, -6.8198)
Cl (7.4463, 0.1609, 5.8372)
P (-1.2560, -1.1528, 1.8883)
O (0.6032, -4.4317, -2.6111)
O (-1.0926, -3.1544, -1.9250)
O (1.0590, 0.5809, -1.9873)
O (-1.7135, 2.2733, 3.3724)
O (-1.7070, 1.1185, 1.4636)
N (2.4676, -3.1335, -1.5294)
N (-1.1544, 2.1424, -2.2271)
C (-4.7394, -1.4260, -0.2058)
C (-1.6035, 1.2468, 2.7218)
C (-5.3158, -1.7989, 2.0913)
C (5.6283, -1.4793, 4.6328)
C (2.4229, -0.9452, 2.8443)
C (-1.5739, -5.2165, 2.2183)
C (-1.6406, -3.9046, 1.7949)
C (-0.5932, -3.1846, 3.8214)
C (5.9561, -0.1689, 4.9714)
C (3.9395, 0.6240, 3.9651)
C (0.5866, 2.8575, -5.3799)
C (1.6478, 1.9857, -5.2736)
C (-1.1773, -2.8645, 2.6013)
C (-3.0370, -1.3042, 1.4899)
C (0.8854, 1.2623, -3.0366)
C (-0.5204, -4.5003, 4.2464)
C (-3.4203, -1.2236, 0.1578)
C (-0.2468, 2.1425, -3.2149)
C (-2.2046, 2.9305, -2.3255)
C (-1.2879, -0.1076, 3.3967)
C (-0.3890, 2.9524, -4.3769)
C (3.5611, -0.6992, 3.5572)
C (1.7684, 1.2297, -4.1281)
C (5.0992, 0.8801, 4.6415)
C (4.4692, -1.7379, 3.9532)
C (0.0859, -3.3798, -1.9716)
C (-2.4255, 3.7843, -3.4050)
C (-1.5160, 3.7978, -4.4397)
C (1.1545, -2.5176, -1.3163)
C (-1.0206, -5.5186, 3.4533)
C (-5.6898, -1.7154, 0.7596)
C (-3.9966, -1.5934, 2.4538)
H (-2.9005, 2.8803, -1.4990)
H (-0.9683, -6.5462, 3.7876)
H (-6.0570, -2.0305, 2.8475)
H (-3.3002, 4.4224, -3.4291)
H (0.8927, -2.3912, -0.2620)
H (4.2221, -2.7583, 3.6863)
H (-6.7193, -1.8898, 0.4718)
H (-2.0127, -0.3932, 4.1650)
H (1.5869, -4.3275, -2.4646)
H (-2.0534, -3.6691, 0.8221)
H (-0.2939, -0.0736, 3.8476)
H (-2.6709, -1.0171, -0.5957)
H (1.7563, -0.1425, 2.5601)
H (-3.7085, -1.6683, 3.4941)
H (-0.1800, -2.3975, 4.4351)
H (2.1281, -1.9476, 2.5713)
H (-1.6598, 4.4341, -5.3027)
H (1.1091, -1.5218, -1.7635)
H (6.2959, -2.2888, 4.9068)
H (-5.0258, -1.3665, -1.2495)
H (3.2691, 1.4392, 3.7207)
H (-1.9449, -6.0095, 1.5828)
H (2.8617, -3.4437, -0.6501)
H (5.3550, 1.8940, 4.9248)
H (-0.0636, -4.7338, 5.1997)
H (3.1075, -2.4558, -1.9294)
H (2.3700, 1.9015, -6.0729)

The charge is -2. The calculation puts the energy relative to the best compared isomer or geometry (same formula, charge and spin) at 42.66 kcal per mole. For the frontier orbital gap, the calculation gives 3.743 eV. The value obtained for the LUMO energy is 3.6 eV. As for the total energy: -105602.3974 eV. The HOMO energy is -0.186 eV.

Here are the Mulliken charges for atoms 1 to 4, given in e:
1 I -0.011
2 K 1.020
3 Cl -0.322
4 Cl -0.333

***

2.
Computed, not measured: a molecular structure, C32H27Cl2N2O3PPd, with the ωB97M-V functional and the def2-TZVPD basis.

Atoms and positions in Å:
Pd (0.3756, -1.2102, -0.0869)
Cl (3.3706, 3.3358, 2.6919)
Cl (7.8393, 1.3171, 0.5415)
P (-1.0630, 0.4941, -0.0584)
O (-2.9884, -3.7002, -0.4565)
O (2.1086, 1.0955, 0.9038)
O (2.3871, 2.3596, -1.3895)
N (-1.1098, -2.5371, -0.6084)
N (3.1295, -0.5785, -0.1864)
C (-1.9893, -4.7253, -0.6806)
C (-0.0538, 3.7548, 2.1658)
C (1.9725, -0.0771, 0.2721)
C (1.7391, -3.6922, -0.3206)
C (3.4198, 1.5191, 0.6569)
C (-3.2605, -1.3694, -0.1849)
C (-2.3814, -2.5274, -0.4090)
C (-0.6798, -3.9460, -0.8409)
C (-1.4513, 3.1468, -3.1384)
C (5.4584, 0.2874, -0.0355)
C (-5.5416, -0.5839, -0.0384)
C (-0.3720, 0.6222, -2.7339)
C (-1.3698, 2.2928, 3.5552)
C (-2.7927, -0.0660, 0.0276)
C (-0.1621, 2.8622, 1.1116)
C (-5.0840, 0.7053, 0.1737)
C (0.4397, -4.3653, 0.1131)
C (4.0728, 0.3135, 0.1168)
C (-0.6584, 3.4732, 3.3836)
C (-1.4818, 2.5824, -1.8737)
C (0.1073, -4.0971, 1.5787)
C (-0.8841, 2.4539, -4.1990)
C (-4.6340, -1.6138, -0.2132)
C (5.5319, 2.2296, 1.5320)
C (-1.4947, 1.4028, 2.5020)
C (4.1913, 2.2913, 1.6403)
C (6.1505, 1.2671, 0.6439)
C (3.3434, 2.4238, -0.7087)
C (-0.9047, 1.6926, 1.2698)
C (-0.9324, 1.3167, -1.6620)
C (-3.7213, 0.9573, 0.2067)
C (-0.3492, 1.1898, -3.9975)
H (-2.0656, 0.4920, 2.6379)
H (-1.9977, -5.3832, 0.1862)
H (-0.7882, -4.6285, 1.9031)
H (5.9658, -0.5083, -0.5606)
H (0.3244, 3.0778, 0.1693)
H (4.2477, 3.0299, -0.8781)
H (-4.9880, -2.6205, -0.3760)
H (2.1643, -4.1714, -1.2036)
H (-0.3155, -4.0104, -1.8688)
H (-1.8761, 4.1289, -3.2959)
H (-0.0533, -3.0319, 1.7778)
H (-6.6023, -0.7915, -0.0663)
H (0.0886, 0.6463, -4.8236)
H (2.4927, -3.6513, 0.4609)
H (1.5782, -2.6546, -0.6974)
H (-5.7825, 1.5185, 0.3167)
H (-2.2770, -5.2842, -1.5663)
H (0.4982, 4.6761, 2.0344)
H (0.5611, -5.4456, -0.0105)
H (-1.8359, 2.0709, 4.5054)
H (-0.5761, 4.1754, 4.2025)
H (6.1709, 2.8639, 2.1303)
H (-3.3824, 1.9697, 0.3810)
H (-1.9418, 3.1310, -1.0628)
H (0.0487, -0.3661, -2.5895)
H (0.9276, -4.4289, 2.2139)
H (-0.8631, 2.8987, -5.1847)

The charge is +2. For the frontier orbital gap, the calculation gives 7.135 eV. The value obtained for the LUMO energy is -7.3 eV. As for the total energy: -80543.8193 eV. The HOMO energy is -14.419 eV.

Here are the natural (NBO) charges for atoms 1 to 4, given in e:
1 Pd 0.502
2 Cl 0.149
3 Cl 0.176
4 P 1.278

***

3.
Computed, not measured: a molecular structure, C32H27CrNO3PS, with the ωB97M-V functional and the def2-TZVPD basis.

Atoms and positions in Å:
Cr (-1.5140, -0.3673, -0.9829)
S (0.5113, 2.0289, -1.1004)
P (-0.2979, -0.6430, 1.1035)
O (-0.8258, 1.3681, -1.6439)
O (-1.8760, -1.4017, -2.6807)
O (-0.3194, -3.0084, -2.1570)
N (-2.4220, -1.7178, 0.2518)
C (-1.1745, 2.2512, 3.8433)
C (3.7327, -0.9563, 1.7946)
C (1.1870, 5.8765, -1.6274)
C (-0.2145, -0.3530, 3.8988)
C (-5.8969, -2.5133, -0.5897)
C (-0.9996, -2.0216, -1.9913)
C (-6.2030, -3.5479, 0.2957)
C (3.6323, -0.8011, -2.8965)
C (1.4279, -1.2092, 1.1389)
C (-3.6334, -2.3351, 0.2956)
C (1.3364, 4.8531, -3.8125)
C (-0.4979, 0.2520, 2.6742)
C (-3.9508, -3.3958, 1.1691)
C (1.7008, 0.8809, -1.8466)
C (3.1002, -2.7188, 0.2908)
C (1.3691, 0.0163, -2.8753)
C (1.7805, -2.2981, 0.3385)
C (-1.4513, -2.0724, 1.2676)
C (2.4127, -0.5293, 1.8487)
C (-0.8944, 1.6419, 5.0552)
C (4.0761, -2.0568, 1.0246)
C (2.9927, 0.9139, -1.3416)
C (-0.4125, 0.3374, 5.0826)
C (-5.2130, -3.9748, 1.1652)
C (-4.6539, -1.9206, -0.5919)
C (0.8189, 3.4835, -1.8742)
C (0.8862, 4.6666, -1.0683)
C (3.9588, 0.0709, -1.8640)
C (-0.9754, 1.5572, 2.6550)
C (1.4284, 6.0003, -3.0162)
C (2.3408, -0.8272, -3.3998)
C (1.0328, 3.6199, -3.2845)
H (1.0344, -2.7909, -0.2777)
H (0.1670, -1.3675, 3.9233)
H (4.3858, -1.4670, -3.2994)
H (3.2321, 1.6032, -0.5389)
H (-1.0494, 2.1799, 5.9820)
H (-1.8849, -2.0659, 2.2783)
H (-4.4324, -1.1242, -1.2937)
H (-5.4147, -4.7868, 1.8557)
H (2.0698, -1.5164, -4.1890)
H (-0.1921, -0.1407, 6.0289)
H (2.1531, 0.3325, 2.4515)
H (0.3566, -0.0130, -3.2548)
H (4.4931, -0.4236, 2.3527)
H (4.9625, 0.0851, -1.4576)
H (0.9488, 2.7518, -3.9258)
H (0.7034, 4.5843, -0.0021)
H (-6.6456, -2.1628, -1.2913)
H (1.5025, 4.9339, -4.8817)
H (-3.2008, -3.7820, 1.8470)
H (3.3659, -3.5592, -0.3379)
H (-1.1873, 2.0339, 1.7046)
H (1.6649, 6.9609, -3.4531)
H (1.2378, 6.7527, -0.9907)
H (-1.5478, 3.2668, 3.8150)
H (-0.9459, -3.0389, 1.1289)
H (5.1065, -2.3881, 0.9809)
H (-7.1827, -4.0076, 0.2961)

The charge is -1. The multiplicity is 5. The calculation puts the energy relative to the best compared isomer or geometry (same formula, charge and spin) at 0.00 kcal per mole. For the frontier orbital gap (spin up / spin down), the calculation gives 4.440 / 6.601 eV. The value obtained for the LUMO energy (spin up / spin down) is 2.5 / 2.5 eV. As for the total energy: -89800.7453 eV. The HOMO energy (spin up / spin down) is -1.985 / -4.149 eV.

Here are the natural (NBO) charges for atoms 1 to 4, given in e:
1 Cr 0.970
2 S 1.152
3 P 0.896
4 O -1.054